Density functional theory data (ωB97M-V/def2-TZVPD) for a molecular structure, C37H32F6N4O7PReS2.

Geometry as XYZ:
```
90
Properties=species:S:1:pos:R:3:mulliken_charge:R:1
H -1.19237 -2.09950 -3.14657 0.4279
H -0.46158 5.08559 1.07788 0.2968
C 2.98614 -2.78921 -1.31706 -1.1119
N 0.57764 2.82085 1.69113 -0.9878
H -0.73335 -7.32503 0.16087 0.4107
C 1.06876 1.65422 3.75543 0.2994
O -0.50042 -1.12724 -0.46318 0.6065
C 1.81403 2.73049 5.76990 -0.7942
H 1.89797 1.48763 7.51503 0.4015
H 2.99578 -3.43047 -2.18611 0.5769
C 2.88970 -1.07253 0.79638 -0.1742
C 3.77350 -2.13272 0.83419 -0.9633
C -2.71322 -0.00647 1.52617 -0.1472
H 4.41582 -2.24972 1.69483 0.5304
C 2.13344 -1.70641 -1.28569 0.1189
C -4.39493 -1.84053 2.76722 -0.7816
O 0.69862 0.54934 1.66051 -0.1084
Re 0.52047 0.66639 -0.26744 1.3286
C -2.92152 -1.50293 -4.25980 -0.8382
C -0.19321 -5.32705 0.72337 -0.7676
H 1.09636 -0.53107 6.33815 0.4267
F 5.95414 3.27706 0.86698 -0.1867
H 1.18162 5.15568 0.46879 0.2424
C 3.82372 -3.01116 -0.23610 -0.5483
H 2.83486 -0.35742 1.60159 0.3259
H 1.47179 -1.49505 -2.11406 0.2964
H -5.85460 -0.46308 -2.91488 0.4254
C -4.83495 -0.82080 -2.96401 -0.8208
H -2.80278 1.51411 -3.19790 0.0713
N 2.07302 -0.86675 -0.24555 0.9435
H -2.57669 -6.61031 -1.31735 0.4493
C -0.00049 3.62499 -0.39389 1.2472
C 2.41398 2.01453 -4.27097 0.5256
S 3.72468 2.96079 -0.41942 1.2531
N 3.45240 2.81573 -1.99409 -0.6039
O 3.35898 1.75683 0.28726 -0.5524
H -4.88440 -0.24223 4.10826 0.4166
C 5.56781 3.04801 -0.38291 0.5030
C -0.47200 -3.97972 0.57543 -0.4221
C -1.13488 2.24884 -2.09928 0.8988
C -2.27387 -4.52339 -0.93985 -0.2962
H -4.78415 -0.85929 -5.10511 0.4011
C -4.30141 -0.54152 3.24748 -0.6128
F 5.99241 4.02811 -1.16549 -0.1982
C 1.21571 0.39899 5.79873 -0.8541
O 3.65399 0.34185 -2.62241 -0.6931
C -3.46182 0.37470 2.62849 -0.8247
C -1.96171 2.19238 -3.34482 -1.3204
H -2.31589 3.17398 -3.64916 0.4664
C -1.99013 -5.87311 -0.78625 -0.7436
S 2.83584 1.50659 -2.53927 0.9223
C -3.64077 -2.22954 1.67186 -0.4218
H -3.38876 1.38706 3.00268 0.4929
H -3.70033 -3.25041 1.31441 0.4561
H -1.34011 1.78121 -4.14472 0.2339
C -4.23219 -1.04300 -4.19284 -0.5674
H -2.45494 -1.67491 -5.22043 0.4531
H 1.64265 3.71631 3.86741 0.4881
C -2.21525 -1.74407 -3.09484 -0.3332
H -3.07838 -4.21081 -1.59468 0.4377
C -1.51609 -3.57710 -0.25778 0.2524
H 0.61631 -5.64287 1.36758 0.4594
H -0.16492 5.73742 -0.55160 0.5029
C 0.14446 4.99324 0.17685 -1.5121
C -2.81902 -1.52128 -1.85701 0.3360
N 0.36895 2.56062 0.34487 1.7067
F 3.49206 1.90479 -5.02652 -0.1999
C 1.66316 1.53394 6.45992 -0.4299
H 2.16963 3.61236 6.28548 0.4257
H -2.07622 0.72153 1.03926 0.4934
F 6.08221 1.89524 -0.79732 -0.1999
F 1.95173 3.25100 -4.31527 -0.1950
H -0.79187 4.33455 -2.22747 0.5085
H 4.50968 -3.84728 -0.23251 0.4878
O 1.44871 1.28173 -2.03457 -0.5943
C -4.12979 -1.05913 -1.79163 -0.4406
C -0.95345 -6.27226 0.04371 -0.5512
C -2.79436 -1.31257 1.04907 -0.0113
C -0.57832 3.44668 -1.65187 -1.9731
H 0.56839 -0.42648 3.92619 0.5184
C 0.92027 0.45446 4.44597 -0.2336
H -4.59885 -0.87855 -0.83260 0.4429
C 1.51804 2.79510 4.41987 -0.4359
P -1.84951 -1.82285 -0.38365 0.7528
H -5.04761 -2.55356 3.25218 0.4514
C 0.76517 1.72051 2.32401 0.2121
O 3.27402 4.22432 0.06153 -0.7464
F 1.47370 1.18336 -4.72502 -0.1847
H 0.12395 -3.23960 1.09674 0.3437
O -1.02517 1.12787 -1.48267 0.1141
```

Calculated values
Total charge = +1
Molar mass = 1039.99 g/mol
DFT total energy = -108571.7996 eV
Orbital gap (spin up / spin down) = 7.349 / 7.434 eV
Spin multiplicity = 2
F_max = 0.0088 hartree/bohr
ΔE to the lowest compared entry with this formula, charge and spin = 57.63 kJ/mol


Density functional theory data (ωB97M-V/def2-TZVPD) for 14 unconnected molecules or ions with the total composition C63H66F9NO4 at a distorted geometry.

Geometry as XYZ:
```
143
Properties=species:S:1:pos:R:3:mulliken_charge:R:1
F -7.55996 -2.69219 0.90057 -0.3335
H 0.88590 -1.48951 5.55436 0.3349
H -0.96799 -0.70253 6.64990 0.2611
C -3.29643 2.27539 -3.39828 -0.2976
C 1.46973 -0.13863 1.13016 0.0228
H -2.06046 4.57051 1.59273 0.4789
C 2.60504 -3.85254 5.17425 -0.7794
H 1.28179 -5.07921 4.34872 0.3831
C -7.17368 -1.39112 0.72425 0.5408
N -5.38014 5.03727 2.10402 -0.6177
C -4.43805 3.54422 -1.67132 -0.8348
H -0.30022 0.40824 -5.40918 0.4091
C -1.15781 -5.28990 -1.88253 -0.7446
H 1.61257 0.21823 -2.29231 0.3517
C 5.60701 2.71357 0.57664 -0.2492
H -0.77486 -6.08999 -2.49864 0.3882
C 3.89673 5.54020 -1.55633 -0.4483
C -5.53553 0.18294 0.11761 -0.2366
H 4.26116 1.33012 -3.34437 -0.0031
H 0.83627 1.12962 3.72618 0.0549
C -1.09607 -0.31901 -5.47343 -0.8312
C -3.31777 4.36492 -1.59438 -0.4098
H 3.09396 -0.24627 -0.26024 0.4535
C -2.90800 -1.44736 -6.55436 0.1355
C -2.20094 -2.15537 -4.39949 -0.1974
H -2.68650 2.28615 2.63195 0.4289
F 3.88155 6.14704 0.67873 -0.4014
H -1.92704 0.07964 -7.48347 0.3838
C 2.15786 -3.89114 2.78889 -0.4595
C -2.97900 -2.35355 -5.50042 -0.4474
H -1.36223 4.82098 -2.22510 0.5405
H 3.83660 4.86563 -3.54596 0.4138
H 2.49011 -4.24908 6.17223 0.4382
C 2.12842 4.72653 0.01149 -0.5674
H -2.75867 -0.19988 5.15026 0.4632
H -0.02591 -2.33663 -0.79837 0.0806
H 5.21151 -0.59788 -0.00161 0.5835
C -0.08012 0.68353 -1.09756 0.2530
H -0.36282 0.21334 2.22795 -0.0915
C 6.95177 1.97600 -1.30225 -0.3284
C -4.06302 5.26918 1.84962 -0.4703
C 1.98197 -4.32132 4.02977 -0.6505
H 5.73171 -6.36198 -0.19415 0.4348
C -2.88285 -4.19531 -0.51959 -0.7442
F 6.72382 -0.26330 -2.03599 -0.3385
F 3.29400 -6.95266 0.07689 -0.3386
C 3.55791 -2.88846 5.01456 -0.3000
H -6.62451 3.62597 3.09371 0.4079
H -5.14314 -1.96431 0.36622 0.3974
C -3.05601 4.34949 1.94830 -0.3555
C -1.93061 -0.50488 -6.57533 -0.2692
C 3.36232 4.82285 -2.57661 -0.6037
H 4.41779 1.21333 1.55795 0.5135
C 0.13136 0.19067 1.26791 -0.2651
C 1.59744 4.02751 -1.09752 -0.2322
H -0.69529 -0.92336 -3.50774 0.4977
F -1.00417 2.65706 -3.80847 -0.3454
C -5.86527 -1.16125 0.36427 -0.6075
C -5.64810 3.80493 2.66826 -0.5470
H 1.68216 -4.43669 1.98733 0.4592
C -2.18321 4.12246 -2.29183 -0.5961
C -2.14346 3.00520 -3.16598 0.3951
H -5.36440 1.99914 -2.73404 0.4667
C 6.55268 3.00456 -0.46939 -0.8732
H -4.97112 1.86339 3.13470 0.4177
C -1.96125 -3.20094 -0.27485 -0.4351
H 4.14583 -2.51292 5.83901 0.4489
H 3.15110 0.75261 -4.66410 0.3030
O 3.88392 -0.62011 -3.43014 -0.3124
H -4.26267 -1.10723 3.01281 0.2836
H 0.67094 3.49642 -0.93642 0.5359
C 3.73702 -5.70842 -0.12233 0.8095
H -3.30244 1.53889 -4.18818 0.4925
H -3.86388 -4.14872 -0.07036 0.4932
H -9.14101 -0.68240 1.07738 0.4169
H 6.87254 4.02840 -0.59525 0.4337
C -6.45722 1.20473 0.34938 0.0997
C 2.23029 4.02886 -2.32982 -0.5765
C 6.44905 0.68215 -1.15591 -0.4160
H 3.81404 -1.34167 -4.05947 0.2202
H 2.54935 -2.80806 -1.20052 0.1802
H 5.27507 3.47997 1.26136 0.4753
H 1.69358 4.73513 1.00004 0.5167
C 2.04343 -0.02332 -0.14594 0.1077
H 2.09913 -0.48109 1.93823 0.2881
H 4.96976 -2.26210 -1.31597 0.5598
C -3.29665 -0.71596 3.33188 -0.4123
C -0.67337 -3.19412 -0.90751 0.6253
H 4.99039 0.60351 -4.67355 0.3391
H -0.36213 -2.61375 5.68171 0.4893
H 7.68571 2.17455 -2.06926 0.4175
H -2.43508 -2.40932 0.28659 0.3700
H -3.44800 5.24651 -0.98426 0.5330
H -5.30599 3.68482 -1.04418 0.5741
C -0.13475 -1.65747 5.21062 -0.6786
H -4.48060 0.29712 -0.08359 0.5246
C 5.15886 1.42505 0.80138 -0.6298
H 4.77997 6.15818 -1.62259 0.4828
H 3.45595 -2.45741 1.70261 0.3035
H -0.19416 -1.71258 4.12363 0.1309
C 3.33978 5.44782 -0.27092 0.2746
H -2.62482 -1.56433 3.46233 0.4089
H 2.02831 2.23242 3.06364 0.2139
H -3.83850 6.26973 1.51067 0.4848
C -2.51566 -5.24770 -1.35026 0.3076
C 1.27994 0.32044 -1.26990 -1.0198
F -1.94995 1.00302 0.33525 -0.1110
F -3.30140 -6.23455 -1.76442 -0.3288
C 3.27568 -3.52971 -0.85692 0.3690
H 6.58796 -4.07279 -0.85162 0.4312
H -2.90805 -0.01605 2.59214 -0.0546
C -4.43463 2.53647 -2.61916 -0.5174
H -3.79515 -3.05338 -5.39779 0.3758
C 4.06479 0.56848 -4.09897 -0.4982
C 5.51539 -4.19608 -0.82369 -0.4919
O 1.86450 2.39855 5.09071 -0.5850
C -0.26902 -4.22765 -1.70372 -0.6655
C 4.58408 -3.24084 -1.07159 -0.6474
O -1.00471 -0.59893 5.69621 -0.5661
F 4.62764 -1.28395 3.58197 -0.3081
C 1.79169 1.61345 3.92908 -0.1305
H 1.73958 -4.92903 -0.31434 0.3951
C 5.55547 0.42066 -0.10497 0.3054
C -3.35947 3.10864 2.43955 0.0784
C -7.80982 0.92568 0.65915 -1.0013
H 1.58621 1.91145 5.86974 0.3178
C 3.13690 -2.85451 2.65494 0.4756
O -3.58010 -0.22116 4.65387 -0.6312
H -2.15760 -2.86588 -3.58728 0.1477
C 2.79569 -4.76174 -0.46613 -0.8555
C -0.66971 0.58154 0.17900 -0.2507
H 2.58443 0.88224 3.77100 0.1264
H 0.69922 -4.06830 -2.15486 0.6705
H 1.80709 3.41265 -3.10929 0.6297
C 5.09069 -5.50251 -0.32377 -0.7880
C 3.78258 -2.33206 3.77197 0.0306
H -8.45462 1.79098 0.70257 0.4304
C -4.69150 2.85128 2.79960 -0.3203
H -0.74839 0.88131 -1.92261 0.1875
H -6.01079 2.18712 0.30459 0.2284
C -1.31332 -1.13254 -4.36837 0.0840
F -3.83549 -1.46550 -7.61247 -0.3224
C -8.11798 -0.39913 0.87847 -0.4480
```

Calculated values
Molar mass = 1072.21 g/mol
DFT total energy = -100533.9399 eV
Orbital gap = 9.201 eV
F_max = 0.0935 hartree/bohr
ΔE to the lowest compared entry with this formula, charge and spin = 111.30 kJ/mol


Density functional theory data (ωB97M-V/def2-TZVPD) for 2 unconnected molecules or ions with the total composition C5H10S2 at a distorted geometry.

Geometry as XYZ:
```
17
Properties=species:S:1:pos:R:3:nbo_charge:R:1
C 1.70023 -0.37875 -0.93887 -0.4132
C 0.35858 2.32012 2.55264 -0.5051
S 0.86914 0.96842 3.16792 0.0848
H -1.53034 -1.00284 -1.73286 0.2008
H -0.55956 2.79925 2.64202 0.1952
H 2.63451 -0.89311 -1.17486 0.2014
H -1.01330 -0.05418 0.87596 0.2112
H -2.53809 -0.70989 -0.57535 0.2013
C -0.49169 -0.18940 -0.08478 -0.4503
S 1.14793 3.22516 1.32477 0.0795
H 0.88527 -2.00555 0.21005 0.2122
H 1.59947 0.77604 -1.09247 0.1923
H -0.51458 0.79026 -0.53532 0.2114
H -1.73203 -2.19279 -0.34788 0.2140
C -1.60656 -1.12777 -0.65855 -0.6044
H 2.44055 2.81851 1.65342 0.1500
C 0.79151 -0.92565 -0.19191 -0.1810
```

Calculated values
SMILES string = C=CCC.S=CS
Molar mass = 134.27 g/mol
DFT total energy = -27014.8625 eV
Orbital gap = 8.522 eV
F_max = 0.0770 hartree/bohr
ΔE to the lowest compared entry with this formula, charge and spin = 224.22 kJ/mol


Density functional theory data (ωB97M-V/def2-TZVPD) for C4H2BrNO2 in the gas phase at a distorted geometry.

Geometry as XYZ:
```
10
Properties=species:S:1:pos:R:3:nbo_charge:R:1
N -0.38857 -0.18599 0.25196 -0.2636
H 1.85430 -0.19869 -1.60617 0.1658
H -1.87927 0.07805 1.64796 0.2068
C -0.46678 2.63310 0.21529 0.1327
O -1.24113 1.87240 0.96233 -0.4889
C 0.38471 -0.79016 -0.43147 0.2696
C 1.46995 -1.16479 -1.18847 0.2612
Br -0.92793 4.42451 0.58285 0.0358
C -1.17176 0.52077 0.96463 0.2128
O 1.97931 -2.22798 -1.44407 -0.5322
```

Calculated values
Molar mass = 175.97 g/mol
DFT total energy = -79801.8557 eV
Orbital gap = 7.756 eV
F_max = 0.0372 hartree/bohr
ΔE to the lowest compared entry with this formula, charge and spin = 368.12 kJ/mol